1:
{
  "formula": "C19H18N3O5PtS",
  "method": "ωB97M-V/def2-TZVPD",
  "charge": -1,
  "homo_lumo_gap_ha": 0.254,
  "lumo_ev": 2.583,
  "species": ["Pt", "O", "C", "O", "C", "C", "C", "C", "C", "N", "C", "O", "O", "H", "H", "H", "C", "C", "N", "C", "C", "C", "S", "N", "C", "O", "C", "C", "C", "C", "C", "C", "H", "H", "H", "H", "H", "H", "H", "H", "H", "H", "H", "H", "H", "H", "H"],
  "positions_angstrom": [[0.15, -2.29, -0.01], [-1.80, -4.68, -2.62], [-1.25, -4.07, -1.72], [-0.60, -2.96, -1.82], [-1.31, -4.64, -0.30], [-1.94, -5.79, 0.12], [-1.87, -6.13, 1.46], [-1.17, -5.33, 2.36], [-0.56, -4.19, 1.89], [-0.66, -3.89, 0.59], [0.25, -3.16, 2.68], [0.41, -3.34, 3.87], [0.71, -2.18, 1.97], [-2.47, -6.39, -0.61], [-2.35, -7.04, 1.82], [-1.09, -5.56, 3.42], [-3.47, 2.94, 1.21], [-2.27, 2.36, 1.95], [-1.04, 2.35, 1.17], [-0.17, 3.52, 1.25], [-0.36, 4.49, 0.09], [-0.73, 1.29, 0.36], [-1.81, 0.01, 0.18], [0.45, 1.47, -0.29], [1.21, 0.56, -0.85], [1.21, -0.70, -0.78], [2.34, 1.11, -1.68], [3.17, 0.23, -2.38], [4.21, 0.72, -3.15], [4.43, 2.08, -3.24], [3.61, 2.96, -2.54], [2.57, 2.48, -1.77], [-4.36, 2.87, 1.83], [-3.63, 2.37, 0.29], [-3.32, 3.99, 0.95], [-2.49, 1.34, 2.25], [-2.07, 2.94, 2.86], [0.87, 3.18, 1.28], [-0.39, 4.02, 2.20], [-0.18, 3.98, -0.85], [0.34, 5.33, 0.18], [-1.37, 4.89, 0.07], [2.97, -0.83, -2.30], [4.84, 0.03, -3.70], [5.25, 2.46, -3.84], [3.79, 4.03, -2.61], [1.93, 3.15, -1.22]]
}

2:
{
  "formula": "C19H18N3O5PtS",
  "method": "ωB97M-V/def2-TZVPD",
  "charge": -1,
  "homo_lumo_gap_ha": 0.261,
  "lumo_ev": 2.495,
  "species": ["Pt", "O", "C", "O", "C", "C", "C", "C", "C", "N", "C", "O", "O", "H", "H", "H", "C", "C", "N", "C", "C", "C", "S", "N", "C", "O", "C", "C", "C", "C", "C", "C", "H", "H", "H", "H", "H", "H", "H", "H", "H", "H", "H", "H", "H", "H", "H"],
  "positions_angstrom": [[-0.15, 0.77, -1.84], [-2.47, 1.06, -5.11], [-1.68, 0.86, -4.21], [-1.70, 1.38, -3.03], [-0.52, -0.11, -4.45], [-0.25, -0.84, -5.60], [0.87, -1.67, -5.60], [1.70, -1.75, -4.48], [1.38, -1.00, -3.37], [0.30, -0.22, -3.41], [2.12, -0.92, -2.04], [3.13, -1.59, -1.88], [1.60, -0.11, -1.17], [-0.91, -0.76, -6.45], [1.10, -2.25, -6.48], [2.57, -2.39, -4.45], [0.24, -4.00, 1.47], [0.78, -2.88, 0.59], [0.57, -1.55, 1.16], [1.66, -0.95, 1.93], [1.49, -1.11, 3.43], [-0.54, -0.85, 0.89], [-1.79, -1.44, -0.08], [-0.64, 0.35, 1.53], [-0.82, 1.52, 1.00], [-0.63, 1.89, -0.21], [-1.23, 2.63, 1.93], [-1.51, 3.89, 1.42], [-1.90, 4.91, 2.26], [-2.01, 4.69, 3.63], [-1.73, 3.43, 4.14], [-1.35, 2.40, 3.29], [0.38, -4.96, 0.98], [-0.82, -3.85, 1.64], [0.75, -4.03, 2.44], [0.29, -2.90, -0.38], [1.86, -2.99, 0.43], [1.73, 0.10, 1.66], [2.58, -1.43, 1.60], [0.54, -0.67, 3.75], [2.30, -0.60, 3.96], [1.50, -2.16, 3.73], [-1.41, 4.05, 0.35], [-2.12, 5.89, 1.85], [-2.32, 5.49, 4.29], [-1.82, 3.24, 5.21], [-1.13, 1.41, 3.68]]
}

Most stable structure - 2; separation to the second - 39.3 kJ/mol.

1:
{
  "formula": "C27H84O35P8",
  "method": "ωB97M-V/def2-TZVPD",
  "charge": 0,
  "homo_lumo_gap_ha": 0.371,
  "lumo_ev": -0.143,
  "species": ["C", "O", "H", "H", "H", "H", "C", "O", "H", "H", "H", "H", "C", "O", "H", "H", "H", "H", "C", "O", "P", "O", "O", "C", "O", "C", "H", "H", "H", "H", "H", "H", "H", "H", "H", "C", "O", "P", "O", "O", "C", "O", "C", "H", "H", "H", "H", "H", "H", "H", "H", "H", "C", "O", "P", "O", "O", "C", "O", "C", "H", "H", "H", "H", "H", "H", "H", "H", "H", "C", "O", "P", "O", "O", "C", "O", "C", "H", "H", "H", "H", "H", "H", "H", "H", "H", "C", "O", "P", "O", "O", "C", "O", "C", "H", "H", "H", "H", "H", "H", "H", "H", "H", "C", "O", "P", "O", "O", "C", "O", "C", "H", "H", "H", "H", "H", "H", "H", "H", "H", "C", "O", "P", "O", "O", "C", "O", "C", "H", "H", "H", "H", "H", "H", "H", "H", "H", "C", "O", "P", "O", "O", "C", "O", "C", "H", "H", "H", "H", "H", "H", "H", "H", "H"],
  "positions_angstrom": [[-0.78, -4.70, -6.15], [0.38, -5.32, -6.63], [-0.97, -4.98, -5.11], [-0.72, -3.63, -6.31], [-1.61, -4.95, -6.81], [0.40, -6.26, -6.42], [2.25, 5.68, 2.31], [1.49, 6.11, 3.37], [3.05, 4.99, 2.59], [1.75, 5.30, 1.42], [2.90, 6.50, 2.01], [1.13, 6.90, 2.96], [3.06, -6.71, -2.27], [3.87, -5.88, -1.49], [3.01, -7.68, -1.78], [2.02, -6.43, -2.12], [3.29, -6.71, -3.33], [4.52, -5.43, -2.02], [0.98, -8.51, 2.94], [-0.18, -9.35, 3.22], [-1.55, -9.21, 2.32], [-2.55, -10.27, 2.48], [-1.00, -8.92, 0.79], [-1.95, -8.64, -0.26], [-2.15, -7.73, 2.59], [-3.17, -7.53, 3.51], [1.93, -8.86, 3.34], [0.85, -7.48, 3.26], [1.12, -8.51, 1.86], [-2.59, -7.85, 0.15], [-2.58, -9.46, -0.58], [-1.41, -8.32, -1.15], [-3.70, -8.44, 3.81], [-3.92, -6.93, 2.98], [-3.01, -6.90, 4.39], [-8.62, 3.00, 1.98], [-7.95, 2.04, 2.93], [-7.50, 2.43, 4.46], [-8.60, 3.10, 5.18], [-6.84, 1.09, 5.11], [-7.57, -0.12, 5.20], [-6.21, 3.42, 4.18], [-5.65, 4.19, 5.21], [-8.40, 4.04, 2.21], [-9.71, 2.97, 2.01], [-8.22, 2.63, 1.03], [-7.78, -0.32, 6.25], [-7.01, -0.99, 4.85], [-8.56, -0.08, 4.75], [-6.43, 4.85, 5.61], [-4.78, 4.79, 4.97], [-5.37, 3.39, 5.90], [4.45, 0.64, 6.62], [5.17, -0.53, 6.16], [5.66, -1.53, 7.26], [6.71, -0.88, 8.18], [4.29, -1.97, 8.00], [3.37, -2.79, 7.28], [6.10, -2.93, 6.48], [7.18, -2.75, 5.45], [3.44, 0.47, 6.26], [4.78, 1.63, 6.29], [4.27, 0.82, 7.68], [3.31, -3.74, 7.80], [3.58, -2.79, 6.21], [2.42, -2.26, 7.34], [7.23, -3.56, 4.73], [8.19, -2.70, 5.88], [6.94, -1.84, 4.90], [-3.69, 7.37, -0.67], [-3.35, 8.47, 0.18], [-3.21, 9.97, -0.49], [-4.47, 10.81, -0.65], [-2.09, 10.67, 0.46], [-2.24, 11.91, 1.08], [-2.33, 9.69, -1.79], [-1.96, 10.73, -2.75], [-3.00, 6.57, -0.41], [-3.71, 7.55, -1.74], [-4.65, 6.99, -0.33], [-1.32, 12.43, 1.33], [-2.93, 11.89, 1.92], [-2.52, 12.57, 0.26], [-2.34, 11.71, -2.47], [-2.47, 10.55, -3.70], [-0.92, 10.77, -3.06], [7.55, 0.49, -0.08], [8.97, 0.70, -0.10], [9.68, 2.03, -0.71], [11.11, 2.22, -0.53], [9.17, 2.10, -2.22], [9.27, 3.36, -2.95], [8.85, 3.17, 0.01], [8.78, 3.18, 1.43], [6.93, 1.17, 0.50], [7.35, -0.53, 0.26], [7.15, 0.52, -1.09], [10.15, 3.34, -3.60], [9.28, 4.33, -2.46], [8.50, 3.46, -3.70], [9.22, 2.41, 2.07], [7.75, 3.30, 1.77], [9.28, 4.05, 1.86], [1.37, -1.56, -1.93], [0.41, -0.97, -1.12], [0.72, -0.48, 0.41], [1.76, 0.61, 0.49], [-0.76, -0.10, 1.03], [-0.93, 0.84, 2.00], [1.05, -1.87, 1.23], [0.19, -2.97, 1.25], [1.11, -1.23, -2.93], [1.39, -2.65, -1.95], [2.33, -1.12, -1.67], [-1.52, 0.44, 2.82], [-1.31, 1.77, 1.57], [0.00, 1.19, 2.46], [-0.05, -3.25, 2.27], [0.70, -3.82, 0.80], [-0.74, -2.70, 0.73], [1.81, 0.57, -8.87], [1.92, 1.30, -7.65], [3.13, 2.22, -7.28], [4.33, 1.53, -6.84], [3.32, 3.12, -8.67], [2.30, 4.18, -8.81], [2.49, 3.25, -6.29], [3.02, 3.46, -5.01], [1.32, -0.34, -8.51], [2.70, 0.36, -9.46], [1.14, 0.90, -9.66], [2.77, 4.95, -8.20], [1.30, 3.97, -8.43], [2.28, 4.51, -9.84], [2.70, 4.47, -4.74], [4.10, 3.28, -4.98], [2.48, 2.77, -4.37], [-5.45, -2.50, -2.35], [-5.32, -3.75, -2.98], [-6.33, -4.98, -2.74], [-6.03, -6.26, -3.44], [-7.79, -4.36, -3.00], [-8.33, -3.96, -4.23], [-6.22, -5.01, -1.10], [-7.06, -5.99, -0.50], [-5.94, -1.86, -3.09], [-4.44, -2.11, -2.22], [-6.01, -2.58, -1.42], [-8.57, -2.90, -4.27], [-9.30, -4.46, -4.21], [-7.94, -4.44, -5.12], [-6.52, -6.93, -0.37], [-7.88, -6.40, -1.09], [-7.58, -5.65, 0.40]]
}

2:
{
  "formula": "C27H84O35P8",
  "method": "ωB97M-V/def2-TZVPD",
  "charge": 0,
  "homo_lumo_gap_ha": 0.380,
  "lumo_ev": -0.071,
  "species": ["C", "O", "P", "O", "O", "C", "O", "C", "H", "H", "H", "H", "H", "H", "H", "H", "H", "C", "O", "P", "O", "O", "C", "O", "C", "H", "H", "H", "H", "H", "H", "H", "H", "H", "C", "O", "P", "O", "O", "C", "O", "C", "H", "H", "H", "H", "H", "H", "H", "H", "H", "C", "O", "P", "O", "O", "C", "O", "C", "H", "H", "H", "H", "H", "H", "H", "H", "H", "C", "O", "P", "O", "O", "C", "O", "C", "H", "H", "H", "H", "H", "H", "H", "H", "H", "C", "O", "P", "O", "O", "C", "O", "C", "H", "H", "H", "H", "H", "H", "H", "H", "H", "C", "O", "P", "O", "O", "C", "O", "C", "H", "H", "H", "H", "H", "H", "H", "H", "H", "C", "O", "P", "O", "O", "C", "O", "C", "H", "H", "H", "H", "H", "H", "H", "H", "H", "C", "O", "H", "H", "H", "H", "C", "O", "H", "H", "H", "H", "C", "O", "H", "H", "H", "H"],
  "positions_angstrom": [[35.74, 10.14, 22.69], [36.77, 9.31, 23.18], [37.48, 8.30, 22.15], [38.59, 7.57, 22.75], [37.82, 9.20, 20.84], [37.83, 8.64, 19.51], [36.18, 7.42, 21.71], [35.57, 6.49, 22.61], [35.71, 10.18, 21.60], [35.86, 11.21, 22.89], [34.77, 9.79, 23.03], [37.95, 7.56, 19.52], [38.55, 9.16, 18.88], [36.85, 8.81, 19.06], [34.89, 7.02, 23.27], [36.36, 6.21, 23.32], [35.10, 5.69, 22.04], [46.19, 10.06, 16.64], [45.08, 10.09, 15.77], [44.85, 8.82, 14.79], [46.06, 8.14, 14.26], [43.83, 9.45, 13.72], [42.65, 10.02, 14.15], [43.90, 7.93, 15.73], [43.70, 6.52, 15.43], [45.84, 9.75, 17.62], [46.78, 10.98, 16.70], [46.90, 9.28, 16.35], [42.63, 10.30, 15.20], [41.93, 9.21, 14.03], [42.27, 10.83, 13.53], [42.65, 6.25, 15.52], [44.10, 5.86, 16.20], [44.04, 6.31, 14.41], [38.37, 12.59, 28.85], [39.73, 12.28, 28.56], [40.39, 13.14, 27.31], [40.73, 14.58, 27.47], [39.36, 12.73, 26.08], [39.56, 13.42, 24.87], [41.74, 12.24, 26.98], [41.70, 10.82, 26.96], [38.02, 13.52, 28.40], [38.19, 12.66, 29.92], [37.64, 11.87, 28.48], [39.77, 12.72, 24.06], [40.35, 14.16, 24.90], [38.61, 13.83, 24.53], [41.09, 10.43, 27.77], [42.72, 10.48, 27.13], [41.23, 10.50, 26.03], [39.61, 1.37, 19.41], [39.24, 1.08, 18.07], [39.97, -0.03, 17.16], [41.39, 0.28, 16.89], [39.74, -1.44, 17.94], [40.09, -2.63, 17.28], [38.98, -0.04, 15.88], [37.59, -0.17, 16.06], [39.86, 2.42, 19.53], [40.42, 0.71, 19.72], [38.78, 1.04, 20.04], [39.22, -3.08, 16.79], [40.37, -3.35, 18.04], [40.94, -2.48, 16.61], [37.32, -0.27, 17.11], [37.22, -1.11, 15.64], [36.95, 0.62, 15.66], [30.78, -2.20, 15.30], [30.84, -0.85, 15.70], [30.05, -0.40, 17.04], [30.38, -1.14, 18.33], [30.55, 1.18, 17.10], [31.89, 1.50, 17.45], [28.49, -0.20, 16.70], [27.73, 0.56, 17.55], [30.07, -2.14, 14.47], [30.48, -2.93, 16.06], [31.77, -2.52, 14.98], [31.76, 2.18, 18.30], [32.43, 1.99, 16.65], [32.50, 0.68, 17.83], [27.29, 1.42, 17.05], [28.29, 0.96, 18.40], [26.95, -0.15, 17.82], [34.48, 8.36, 32.83], [35.82, 8.60, 32.46], [36.65, 7.32, 31.97], [38.04, 7.61, 31.58], [36.47, 6.30, 33.24], [36.95, 4.98, 33.15], [35.77, 6.65, 30.85], [35.77, 7.12, 29.52], [34.24, 7.30, 32.78], [33.89, 8.83, 32.04], [34.24, 8.92, 33.73], [37.26, 4.59, 32.18], [36.27, 4.25, 33.59], [37.81, 4.93, 33.82], [35.22, 8.05, 29.47], [35.40, 6.36, 28.83], [36.78, 7.43, 29.26], [45.87, 3.87, 23.51], [46.75, 4.25, 22.46], [47.08, 5.82, 22.25], [47.03, 6.57, 23.53], [48.47, 5.78, 21.40], [49.06, 7.00, 21.09], [46.03, 6.33, 21.09], [44.81, 6.98, 21.35], [45.29, 4.61, 24.06], [46.52, 3.44, 24.28], [45.22, 3.06, 23.18], [50.00, 7.09, 21.63], [48.51, 7.93, 21.23], [49.26, 6.89, 20.02], [44.80, 7.92, 20.80], [44.61, 7.27, 22.39], [43.94, 6.42, 21.02], [38.61, -0.11, 30.03], [38.14, 0.05, 28.71], [37.94, 1.47, 28.03], [37.50, 1.42, 26.60], [36.96, 2.31, 29.04], [35.60, 2.01, 29.11], [39.42, 2.17, 28.20], [39.52, 3.54, 27.73], [37.80, -0.54, 30.62], [38.88, 0.86, 30.45], [39.49, -0.72, 30.21], [35.21, 1.71, 28.14], [35.08, 2.84, 29.58], [35.47, 1.16, 29.79], [38.61, 4.11, 27.53], [40.08, 3.62, 26.80], [40.01, 4.17, 28.47], [37.25, 13.80, 16.89], [37.67, 13.29, 15.64], [37.00, 14.86, 16.90], [36.36, 13.27, 17.21], [38.08, 13.64, 17.57], [38.31, 13.89, 15.25], [36.60, 5.44, 14.43], [35.83, 5.33, 13.23], [36.22, 4.61, 15.03], [37.68, 5.37, 14.27], [36.28, 6.36, 14.92], [34.91, 5.42, 13.50], [32.44, 15.35, 23.80], [32.03, 14.32, 22.91], [31.65, 16.10, 23.77], [32.48, 14.93, 24.80], [33.40, 15.75, 23.48], [31.24, 13.83, 23.17]]
}

Most stable structure - 2; separation to the second - 227.7 kJ/mol.